1.
113
Properties=species:S:1:pos:R:3:forces:R:3 method="wB97M-V/def2-TZVPD" gap_ev=3.55 total_charge=-1 homo_energy_ev=-1.644
C 6.97766 -1.97871 0.64088 0.21 -0.13 0.09
O 7.72882 -0.84232 0.27991 -0.44 -0.29 -0.23
C 7.11142 -0.05820 -0.74864 0.36 0.62 0.23
C 6.72890 1.35117 -0.24524 -0.24 -0.64 -1.28
C 5.53997 1.83830 -1.09759 0.83 0.53 0.08
C 5.06408 3.23361 -0.67694 -0.36 -0.25 1.03
N 4.71922 3.27433 0.72800 -0.54 0.10 -0.61
C 3.58042 4.11421 0.97058 1.04 -0.34 0.28
C 2.27449 3.31994 1.36684 0.43 0.53 -0.37
C 2.25040 1.89095 0.85331 -0.38 -0.67 0.67
S 1.78483 1.80707 -0.92972 -0.68 0.06 0.31
C 0.93044 0.22884 -0.97749 0.64 0.96 0.08
S 1.78941 -1.14139 -0.86952 -0.21 -0.19 -0.06
N -0.49957 0.35441 -1.08601 0.58 -1.27 0.07
C -1.03417 0.52530 0.26087 0.07 0.60 -0.93
C -1.78229 1.63870 0.54040 -0.09 0.28 -0.39
C -2.29534 1.76869 1.80482 -1.08 1.21 0.55
C -2.07865 0.84951 2.79311 0.08 -0.77 0.89
C -1.32633 -0.27306 2.50851 -0.01 -0.02 0.02
C -0.83144 -0.41709 1.23547 0.74 -1.31 0.23
C -1.13791 -0.68490 -1.82791 -0.12 0.03 0.27
C -2.30814 -1.27633 -1.41309 -0.74 0.21 0.80
C -2.92426 -2.24557 -2.17243 -0.76 -0.41 0.11
C -2.38490 -2.69195 -3.34906 -0.39 -0.27 -0.09
C -1.21091 -2.10125 -3.77572 -0.34 -0.89 -0.87
C -0.62866 -1.11755 -3.03920 1.41 0.97 -0.41
H 7.20456 -2.85584 0.00959 0.02 0.19 -0.02
H 5.89773 -1.79825 0.57025 0.11 0.05 0.19
H 7.25822 -2.23126 1.66875 -0.19 -0.01 -0.09
H 6.21611 -0.53298 -1.17138 0.15 -0.28 0.27
H 7.84816 0.02032 -1.56107 -0.18 0.01 0.01
H 6.43095 1.33702 0.80338 0.17 0.11 -0.05
H 7.58964 1.99815 -0.44711 -0.13 0.18 0.56
H 4.74994 1.08184 -1.01162 -0.18 0.32 -0.02
H 5.85345 1.90047 -2.15616 -0.05 -0.24 0.09
H 5.87258 3.98614 -0.86456 0.00 -0.27 -0.59
H 4.20645 3.48477 -1.34508 0.19 0.14 0.03
H 3.84099 4.76856 1.83148 -0.54 0.08 -0.08
H 3.37216 4.80721 0.12444 -0.21 -0.17 0.05
H 2.24228 3.29308 2.46312 -0.12 -0.23 -0.12
H 1.37730 3.84782 1.01043 0.03 -0.07 0.21
H 3.18708 1.35672 1.01490 0.17 0.44 -0.20
H 1.47614 1.35166 1.41633 -0.08 0.04 -0.36
H -1.98169 2.38794 -0.21613 0.16 -0.08 -0.01
H -2.90497 2.63441 2.04312 0.07 -0.04 -0.13
H -2.48769 0.94244 3.79507 -0.06 0.30 -0.16
H -1.11071 -1.04456 3.23848 -0.13 0.12 0.07
H -0.26895 -1.32497 1.04032 0.07 0.19 -0.31
H -2.81775 -0.99777 -0.50017 0.28 0.16 0.02
H -3.86355 -2.66440 -1.82149 0.10 0.03 0.03
H -2.90916 -3.46230 -3.90400 0.26 0.03 -0.12
H -0.78025 -2.45097 -4.70897 0.17 0.26 0.09
H 0.27684 -0.65381 -3.42229 -0.07 -0.06 0.10
F -1.26405 4.43492 2.31285 0.03 0.07 0.02
C -1.80916 5.36360 3.11170 -0.05 0.19 0.13
C -1.50956 6.69250 2.88982 0.14 0.22 -0.20
C -2.07410 7.65970 3.70896 -0.09 -0.18 0.08
C -2.92155 7.28369 4.74392 -0.04 0.07 0.05
C -3.20797 5.94137 4.95619 0.07 0.12 -0.10
C -2.65330 4.97143 4.13292 -0.07 -0.20 0.05
H -0.84008 6.96339 2.08319 0.00 -0.05 0.00
H -1.85214 8.70549 3.53973 0.04 -0.02 -0.01
H -3.35841 8.03851 5.38547 0.01 -0.02 0.00
H -3.86448 5.64828 5.76525 0.00 -0.02 -0.02
H -2.87002 3.92091 4.27746 0.05 0.00 0.00
F 0.65515 10.66005 2.40803 -0.03 0.02 0.04
C 0.46829 10.25302 1.13704 -0.08 -0.16 -0.46
C -0.76916 10.42636 0.54433 -0.18 0.14 0.24
C -0.95938 10.01048 -0.76521 0.17 -0.07 0.00
C 0.08286 9.41693 -1.46378 -0.03 -0.01 -0.09
C 1.31781 9.24455 -0.85396 -0.12 0.07 0.01
C 1.51606 9.66928 0.45202 0.24 -0.01 0.16
H -1.57368 10.88285 1.10690 0.03 0.01 0.02
H -1.92211 10.14844 -1.23972 -0.01 -0.01 0.04
H -0.06803 9.08778 -2.48363 0.01 -0.01 0.02
H 2.12963 8.77729 -1.39505 0.01 -0.01 0.04
H 2.47480 9.54942 0.93931 -0.03 -0.03 0.03
F -5.16456 -0.85139 -0.44360 -0.10 0.00 0.13
C -6.21140 -0.82116 -1.28581 -0.22 0.03 -0.22
C -7.39915 -1.41555 -0.90760 -0.04 -0.11 0.21
C -8.47792 -1.37802 -1.77971 0.10 0.08 -0.11
C -8.35216 -0.75863 -3.01608 -0.07 0.00 -0.05
C -7.14750 -0.17076 -3.38008 -0.09 -0.08 0.12
C -6.06853 -0.19600 -2.50877 0.21 0.12 -0.10
H -7.47345 -1.89979 0.05743 0.03 0.03 0.00
H -9.41725 -1.83319 -1.49403 0.02 -0.01 0.02
H -9.19405 -0.73448 -3.69616 0.01 0.00 0.01
H -7.04724 0.30828 -4.34511 0.02 0.01 0.02
H -5.12317 0.26209 -2.76958 0.02 -0.05 0.04
F 2.22201 -5.52595 -0.03609 0.04 -0.02 0.01
C 0.88343 -5.67711 -0.00690 -0.34 -0.03 0.00
C 0.35514 -6.95064 0.07650 0.15 -0.18 0.01
C -1.02265 -7.10899 0.11142 -0.08 0.25 -0.01
C -1.84994 -5.99484 0.05264 -0.03 0.01 0.00
C -1.29985 -4.72163 -0.03569 -0.01 -0.20 0.06
C 0.07701 -4.55727 -0.06102 0.14 0.26 0.03
H 1.01757 -7.80518 0.11320 0.01 0.02 0.00
H -1.44928 -8.09810 0.18375 0.02 0.00 -0.01
H -2.92554 -6.11938 0.07567 0.01 0.01 0.00
H -1.94278 -3.85350 -0.08620 0.04 0.04 -0.01
H 0.52449 -3.57157 -0.12184 0.00 -0.03 -0.08
F -0.38448 -10.09392 -0.08428 0.02 -0.11 0.00
C 0.45614 -11.08264 -0.44498 0.20 -0.23 -0.08
C 1.79617 -10.97369 -0.13054 0.08 0.20 0.13
C 2.65901 -11.99525 -0.49950 -0.13 -0.08 -0.07
C 2.17508 -13.10272 -1.18330 0.06 -0.06 -0.02
C 0.82506 -13.19213 -1.49449 0.11 0.08 0.07
C -0.04454 -12.17824 -1.11937 -0.23 -0.02 -0.06
H 2.15532 -10.09905 0.39606 -0.03 -0.01 0.01
H 3.71032 -11.92633 -0.25355 -0.01 0.03 0.00
H 2.85153 -13.89623 -1.47349 -0.01 0.01 0.00
H 0.44773 -14.05284 -2.03090 -0.02 0.01 0.01
H -1.10137 -12.23263 -1.34548 0.01 0.04 0.00


2.
13
Properties=species:S:1:pos:R:3:forces:R:3 method="wB97M-V/def2-TZVPD" gap_ev=9.56 relative_energy_kcal_mol=170.65 homo_energy_ev=-9.208
C 1.13207 0.33022 -0.02799 2.89 2.84 -0.46
C -1.62958 -0.63637 -0.16101 -0.40 0.45 1.01
C -1.23369 0.64702 0.43215 -0.24 1.38 0.42
C -0.17504 1.10998 -0.35189 4.50 -3.84 -3.76
H 2.91736 -0.15491 0.23510 0.13 0.72 -0.69
H 1.39958 -1.87537 0.30420 -2.84 3.89 -1.26
H -2.59658 -1.02866 -0.16019 -1.56 -0.52 -0.63
H -0.93179 0.59429 1.45749 -0.48 0.25 0.71
H -0.30535 0.62786 -1.37763 0.02 1.39 0.30
N 2.41412 0.70451 -0.08276 -3.46 -1.73 1.34
N 0.67587 -0.95797 0.07857 0.25 -5.49 0.67
N -0.70195 -1.49330 -0.24834 3.10 0.64 0.86
O -0.96502 2.13267 -0.09769 -1.91 0.03 1.49


3.
10
Properties=species:S:1:pos:R:3:forces:R:3 method="wB97M-V/def2-TZVPD" gap_ev=9.22 relative_energy_kcal_mol=22.85 homo_energy_ev=-8.393 smiles=Oc1ncc[nH]1
O -1.09833 1.62098 -1.14198 0.16 -0.07 0.01
C -0.51666 0.65132 -0.43148 0.72 -0.29 0.02
N 0.74940 0.51661 -0.72224 0.26 -0.28 0.18
C 1.21094 -0.49234 0.05856 0.17 -0.39 0.32
C 0.20743 -0.97526 0.83541 0.13 -0.18 0.12
N -0.93365 -0.21989 0.51224 0.14 0.14 -0.18
H -0.19400 1.75922 -1.56917 -1.52 1.13 -0.54
H 2.24786 -0.77483 -0.02086 -0.08 -0.26 0.27
H 0.20008 -1.76252 1.56705 -0.17 0.03 0.03
H -1.85120 -0.33545 0.91636 0.19 0.17 -0.22


Number 1: electronic energy -3454.92743 Ha, LUMO 1.91 eV, maximum force 1.76 eV/A. Number 2: electronic energy -394.69561 Ha, LUMO 0.36 eV, maximum force 7.01 eV/A. Number 3: electronic energy -301.45081 Ha, LUMO 0.83 eV, maximum force 1.97 eV/A.